# 1
113
Properties=species:S:1:pos:R:3 method="wB97M-V/def2-TZVPD" charge=+1 lumo_ev=-3.32 spin_multiplicity=1 mol_weight_da=2079.97
C 1.72 -1.59 0.09
C 2.05 -0.10 -0.09
O 1.46 0.76 0.88
C 0.07 0.64 0.87
C -0.58 1.92 1.36
O -1.81 1.63 2.05
C -2.94 1.71 1.29
C -4.09 1.97 2.27
O -3.86 3.14 2.96
N -5.38 2.12 1.52
C -5.62 0.86 0.71
C -6.97 0.87 0.01
C -7.35 -0.58 -0.29
O -8.26 -1.02 0.72
C -7.98 -2.23 1.26
O -7.65 -3.22 0.63
C -4.46 0.70 -0.25
N -3.15 0.58 0.38
I -3.02 -1.26 1.33
H 1.12 -1.80 0.97
H 1.24 -1.97 -0.81
H 2.64 -2.16 0.20
H 1.70 0.23 -1.07
H 3.12 0.01 -0.07
H -0.22 -0.14 1.57
H -0.33 0.37 -0.11
H 0.08 2.38 2.08
H -0.73 2.64 0.56
H -2.89 2.60 0.65
H -4.17 1.14 2.97
H -3.79 2.97 3.90
H -6.12 2.16 2.22
H -5.39 2.95 0.93
H -5.67 0.06 1.44
H -6.95 1.47 -0.89
H -7.70 1.21 0.73
H -6.47 -1.21 -0.31
H -7.82 -0.67 -1.27
H -8.08 -2.28 2.35
H -4.61 -0.14 -0.92
H -4.42 1.60 -0.86
Br 3.31 -0.76 -3.19
C 5.03 0.15 -3.22
C 6.11 -0.71 -2.61
Br 6.01 -0.74 -0.65
H 4.90 1.10 -2.71
H 5.23 0.33 -4.27
H 7.09 -0.30 -2.83
H 6.06 -1.74 -2.94
Br -10.36 -6.09 -3.50
C -8.90 -5.18 -2.59
C -9.23 -3.73 -2.35
Br -9.07 -2.70 -3.98
H -8.02 -5.31 -3.20
H -8.77 -5.71 -1.65
H -8.52 -3.29 -1.65
H -10.24 -3.58 -1.98
Br 6.62 3.02 -0.79
C 8.38 2.23 -0.55
C 9.35 2.70 -1.61
Br 9.03 1.82 -3.31
H 8.24 1.15 -0.55
H 8.71 2.55 0.43
H 10.37 2.43 -1.33
H 9.29 3.76 -1.79
Br 5.65 2.10 -6.91
C 4.02 1.57 -7.85
C 3.52 0.23 -7.38
Br 4.59 -1.23 -8.10
H 4.26 1.59 -8.90
H 3.29 2.35 -7.62
H 2.51 0.06 -7.74
H 3.54 0.13 -6.30
Br -1.89 1.01 7.36
C -0.09 1.75 7.24
C 0.38 1.81 5.81
Br 0.92 0.07 5.14
H 0.54 1.14 7.87
H -0.17 2.75 7.66
H 1.27 2.44 5.73
H -0.38 2.19 5.14
Br 4.52 0.03 4.27
C 4.30 1.64 5.32
C 3.85 2.79 4.44
Br 5.32 3.54 3.42
H 5.23 1.84 5.83
H 3.54 1.38 6.05
H 3.48 3.62 5.04
H 3.08 2.49 3.74
Br -10.56 -6.59 -10.16
C -10.47 -6.47 -8.23
C -9.58 -5.33 -7.78
Br -7.69 -5.77 -7.98
H -10.12 -7.43 -7.86
H -11.49 -6.30 -7.90
H -9.72 -5.14 -6.72
H -9.75 -4.42 -8.34
Br 3.03 3.41 7.87
C 4.42 4.56 8.61
C 4.00 6.00 8.61
Br 4.07 6.76 6.83
H 5.31 4.39 8.01
H 4.59 4.20 9.62
H 4.68 6.59 9.22
H 2.98 6.13 8.97
Br 8.48 -5.89 -2.26
C 9.57 -4.62 -1.26
C 8.95 -3.26 -1.23
Br 9.17 -2.33 -2.93
H 10.56 -4.62 -1.72
H 9.64 -5.03 -0.25
H 9.44 -2.63 -0.49
H 7.88 -3.28 -1.03

---

# 2
59
Properties=species:S:1:pos:R:3 method="wB97M-V/def2-TZVPD" e_above_lowest_kj_mol=1.0 lumo_ev=0.27 spin_multiplicity=1 mol_weight_da=586.43
Ca 0.68 0.66 -2.01
O 2.96 1.16 -1.63
C 3.07 -0.02 -1.23
O 2.41 -0.97 -1.73
C 3.80 -0.27 0.06
C 5.16 -0.55 0.14
C 5.75 -0.79 1.37
C 4.98 -0.76 2.53
C 3.62 -0.49 2.45
C 3.02 -0.23 1.22
P 1.22 0.06 1.02
C 0.60 -1.54 1.68
C 0.71 -2.63 0.82
C 0.30 -3.89 1.24
C -0.24 -4.06 2.51
C -0.35 -2.98 3.36
C 0.07 -1.72 2.95
C 0.75 1.28 2.29
C 1.67 2.10 2.93
C 1.23 3.09 3.81
C -0.12 3.26 4.04
C -1.04 2.45 3.39
C -0.61 1.47 2.51
H 5.75 -0.57 -0.77
H 6.81 -1.00 1.43
H 5.44 -0.96 3.49
H 3.02 -0.49 3.36
H 1.14 -2.50 -0.17
H 0.40 -4.74 0.57
H -0.56 -5.04 2.83
H -0.76 -3.10 4.36
H -0.02 -0.88 3.63
H 2.73 1.98 2.75
H 1.96 3.72 4.30
H -0.46 4.03 4.73
H -2.10 2.59 3.56
H -1.33 0.86 1.99
Cl -3.63 2.54 -2.90
C -2.16 3.44 -3.41
Cl -2.20 3.79 -5.13
C -0.94 2.60 -2.98
O -0.67 2.63 -1.76
O -0.34 1.90 -3.83
H -2.18 4.37 -2.85
C -4.81 -0.87 -3.97
N -3.61 -0.95 -3.16
C -3.61 -1.03 -1.71
C -2.15 -0.71 -1.40
O -1.66 -0.62 -0.29
N -1.48 -0.47 -2.57
C -2.39 -0.52 -3.55
N -2.10 -0.18 -4.80
H -5.60 -1.40 -3.46
H -4.65 -1.36 -4.93
H -5.12 0.17 -4.13
H -3.89 -2.02 -1.34
H -4.26 -0.28 -1.27
H -1.32 0.46 -4.87
H -2.86 -0.02 -5.45

---

# 3
24
Properties=species:S:1:pos:R:3 method="wB97M-V/def2-TZVPD" charge=+1 e_above_lowest_kj_mol=0.0 lumo_ev=-3.27 spin_multiplicity=1 mol_weight_da=254.09
Cs -34.08 2.60 7.79
C -31.92 4.95 6.37
O -33.25 5.17 6.55
H -31.50 4.85 5.37
H -31.43 5.80 6.84
H -31.64 4.07 6.96
H -33.56 5.95 6.08
C -36.49 3.46 11.49
C -36.08 2.11 10.83
C -36.79 0.92 11.63
O -36.38 1.05 13.01
C -37.43 0.62 13.88
N -36.62 2.25 9.47
H -37.57 3.38 11.59
H -36.27 4.33 10.88
H -36.06 3.58 12.49
H -34.99 2.00 10.84
H -36.69 -0.11 11.28
H -37.86 1.05 11.47
H -37.07 0.48 14.90
H -37.76 -0.38 13.61
H -38.19 1.39 13.87
H -37.60 2.49 9.51
H -36.49 1.37 8.98

---

# 4
94
Properties=species:S:1:pos:R:3 method="wB97M-V/def2-TZVPD" e_above_lowest_kj_mol=29.7 lumo_ev="0.52 / 0.19" spin_multiplicity=3 mol_weight_da=709.29
Mo -0.24 0.06 -0.34
C -0.94 1.79 -1.55
C -0.16 0.94 -2.39
C -0.89 -0.32 -2.45
Si 1.44 1.62 -3.08
C -2.04 -0.22 -1.64
C -2.08 1.11 -1.03
Si -3.16 2.02 0.18
H -0.67 2.81 -1.29
H -0.58 -1.17 -3.04
H -2.80 -0.98 -1.49
Cl 1.20 -3.64 2.18
C -3.04 3.87 0.01
C -4.92 1.45 -0.09
C 1.47 3.49 -3.15
C 1.70 0.88 -4.77
H -5.30 1.99 -0.97
H -5.51 1.74 0.79
H -5.02 0.37 -0.27
H -2.05 4.26 0.28
H -3.79 4.29 0.69
H -3.28 4.19 -1.02
H 1.04 1.43 -5.46
H 1.47 -0.19 -4.84
H 2.74 1.06 -5.06
H 0.61 3.86 -3.73
H 2.40 3.75 -3.67
H 1.46 3.94 -2.15
C -2.53 1.54 1.90
C 2.79 1.09 -1.86
P -1.82 -0.13 1.89
H -3.36 1.66 2.62
H -1.71 2.23 2.18
P 2.34 -0.47 -1.05
H 2.85 1.86 -1.07
H 3.76 1.05 -2.38
C 3.84 -0.90 -0.04
C 2.47 -1.72 -2.46
C -3.34 -1.22 1.63
C -1.43 -0.46 3.69
C 0.06 -0.36 3.96
H -1.75 -1.50 3.85
C -2.17 0.46 4.67
H -1.88 1.50 4.51
H -1.86 0.18 5.69
H -3.26 0.38 4.63
H 0.64 -1.14 3.45
H 0.24 -0.45 5.04
H 0.44 0.62 3.61
H -3.73 -0.91 0.65
C -4.41 -1.01 2.70
C -2.93 -2.70 1.56
H -4.77 0.02 2.78
H -4.06 -1.34 3.68
H -5.28 -1.63 2.43
H -2.36 -2.93 0.65
H -3.83 -3.32 1.56
H -2.32 -3.00 2.43
H 1.72 -1.39 -3.20
C 2.10 -3.13 -1.98
C 3.85 -1.74 -3.13
H 4.16 -0.76 -3.52
H 3.81 -2.43 -3.98
H 4.61 -2.10 -2.43
H 1.03 -3.22 -1.74
H 2.68 -3.43 -1.10
H 2.32 -3.85 -2.78
C 3.59 -0.61 1.44
C 5.12 -0.19 -0.47
H 3.96 -1.99 -0.17
H 5.02 0.90 -0.35
H 5.43 -0.40 -1.49
H 5.93 -0.52 0.20
H 3.39 0.46 1.60
H 4.50 -0.87 2.01
H 2.76 -1.19 1.86
C 0.41 -2.71 0.93
H -0.13 -3.38 0.26
H 1.20 -2.15 0.39
H -0.27 -2.00 1.43
O 1.22 3.32 0.51
C 1.46 2.63 1.52
O 1.08 1.43 1.77
C 2.33 3.23 2.60
C 2.62 4.60 2.60
C 3.42 5.16 3.60
C 3.96 4.35 4.62
C 3.68 2.98 4.62
C 2.87 2.42 3.62
H 2.21 5.20 1.79
H 3.63 6.23 3.59
H 4.59 4.78 5.40
H 4.08 2.33 5.40
H 2.65 1.36 3.61

---

# 5
8
Properties=species:S:1:pos:R:3 method="wB97M-V/def2-TZVPD" e_above_lowest_kj_mol=44.0 lumo_ev=-0.02 smiles=SN(S)NCl spin_multiplicity=1 mol_weight_da=130.62
S -0.43 1.53 -0.41
N -0.08 -0.10 0.20
S -1.02 -0.63 1.53
N 0.50 -0.93 -0.66
Cl -0.71 -1.49 -1.99
H 0.82 2.00 0.17
H -0.20 0.01 2.56
H 1.11 -0.39 -1.39

---

# 6
18
Properties=species:S:1:pos:R:3 method="wB97M-V/def2-TZVPD" e_above_lowest_kj_mol=0.0 lumo_ev=0.44 smiles=FC(F)(Br)[C@@](F)(Cl)c1ccccc1 spin_multiplicity=1 mol_weight_da=273.48
F 0.74 -3.52 -0.71
C 0.24 -2.38 -0.15
F -1.04 -2.51 0.03
Br 1.06 -2.02 1.56
C 0.67 -1.21 -1.07
F 2.00 -1.22 -1.09
Cl 0.03 -1.51 -2.73
C 0.23 0.07 -0.48
C -1.13 0.08 -0.06
C -1.56 1.20 0.60
C -0.65 2.11 1.14
C 0.57 2.19 0.66
C 1.10 1.16 -0.15
H -1.80 -0.77 -0.31
H -2.60 1.04 0.85
H -1.14 2.98 1.55
H 1.18 3.10 0.89
H 2.10 1.21 -0.53

---

# 7
133
Properties=species:S:1:pos:R:3 method="wB97M-V/def2-TZVPD" charge=+1 e_above_lowest_kj_mol=39.9 lumo_ev=-4.14 spin_multiplicity=1 mol_weight_da=1054.97
C -4.02 -2.15 3.23
C -2.51 -1.87 3.18
N -1.85 -2.17 1.91
C -2.15 -1.37 0.72
C -2.17 0.16 0.90
B -3.41 0.80 1.72
N -4.63 1.02 1.01
O -3.33 1.13 3.05
C -0.84 0.80 1.33
F -0.59 0.46 2.64
B -1.18 2.42 1.28
O -1.82 2.82 0.13
C -1.03 3.35 2.51
C -2.12 4.46 2.55
N 0.38 0.28 0.55
I 0.72 1.56 -1.18
C 1.68 0.38 1.35
C 2.27 1.68 1.97
N 1.74 1.89 3.30
N 3.71 1.31 1.98
N 2.12 2.93 1.25
C 0.28 -1.23 -0.09
N 1.11 -1.22 -1.22
Br 1.16 -2.51 1.17
C -1.16 -1.73 -0.45
C -1.23 -3.28 -0.57
C -0.32 -4.13 -1.48
C 0.48 -5.21 -0.71
C 0.40 -6.57 -1.41
S 1.59 -7.70 -0.71
O 1.10 -9.04 -0.79
O 2.08 -7.18 0.53
Cl 3.11 -7.49 -2.06
C -1.78 -0.99 -1.70
C -1.80 -1.44 -3.18
N -2.47 -0.29 -3.85
N -0.48 -1.55 -3.78
N -2.52 -2.69 -3.39
H -4.39 -2.53 2.28
H -4.60 -1.24 3.45
H -4.27 -2.85 4.02
H -2.27 -0.87 3.53
H -2.04 -2.55 3.89
H -2.19 -3.10 1.70
H -3.14 -1.64 0.32
H -2.37 0.61 -0.08
H -4.51 1.14 0.01
H -5.13 1.84 1.33
H -4.19 1.16 3.47
H -1.55 3.70 -0.18
H -1.08 2.78 3.43
H -0.05 3.83 2.46
H -3.08 4.12 2.16
H -2.29 4.75 3.59
H -1.80 5.36 2.03
H 2.44 -0.02 0.68
H 1.59 -0.30 2.19
H 2.03 1.11 3.89
H 2.17 2.71 3.70
H 3.85 0.40 2.42
H 4.19 1.97 2.59
H 2.49 3.68 1.83
H 2.69 2.90 0.42
H 2.04 -1.57 -1.07
H 0.67 -1.64 -2.03
H -2.26 -3.47 -0.87
H -1.14 -3.72 0.42
H 0.38 -3.56 -2.07
H -0.96 -4.64 -2.20
H 0.11 -5.33 0.31
H 1.53 -4.93 -0.66
H -0.55 -7.07 -1.24
H 0.61 -6.48 -2.47
H -1.43 0.03 -1.76
H -2.84 -0.87 -1.44
H -3.38 -0.11 -3.42
H -2.69 -0.58 -4.80
H -0.05 -0.63 -3.72
H -0.58 -1.73 -4.77
H -2.19 -3.18 -4.21
H -3.51 -2.52 -3.46
C 6.19 -6.55 0.80
C 4.97 -5.62 0.91
C 5.64 -4.26 1.04
O 6.86 -4.34 0.30
C 7.14 -5.70 -0.03
H 5.96 -7.51 0.34
H 6.61 -6.73 1.79
H 4.38 -5.68 0.00
H 4.32 -5.85 1.75
H 5.87 -4.02 2.08
H 5.04 -3.45 0.63
H 6.96 -5.85 -1.10
H 8.19 -5.90 0.18
C 1.26 -2.57 6.30
C 0.07 -1.70 5.93
C 0.74 -0.36 5.68
O 2.06 -0.65 5.17
C 2.35 -2.05 5.37
H 1.08 -3.64 6.17
H 1.54 -2.41 7.34
H -0.40 -2.06 5.02
H -0.69 -1.64 6.71
H 0.84 0.22 6.60
H 0.20 0.25 4.95
H 2.31 -2.56 4.40
H 3.35 -2.16 5.78
C -3.50 4.86 -3.02
C -3.25 6.37 -2.95
C -2.05 6.43 -2.01
O -1.30 5.22 -2.23
C -2.08 4.32 -3.01
H -4.07 4.55 -3.90
H -4.05 4.53 -2.13
H -2.98 6.75 -3.93
H -4.10 6.94 -2.58
H -2.37 6.46 -0.96
H -1.41 7.29 -2.20
H -1.67 4.27 -4.03
H -2.01 3.32 -2.56
C 0.33 7.06 -4.78
C 1.25 6.34 -5.75
C 0.42 6.36 -7.03
O -0.35 7.56 -6.98
C -0.29 8.13 -5.68
H 0.85 7.48 -3.92
H -0.44 6.38 -4.41
H 2.18 6.90 -5.89
H 1.51 5.33 -5.44
H -0.26 5.50 -7.08
H 1.02 6.37 -7.94
H 0.34 9.03 -5.71
H -1.29 8.43 -5.37

---

# 8
21
Properties=species:S:1:pos:R:3 method="wB97M-V/def2-TZVPD" charge=-1 e_above_lowest_kj_mol=12.3 lumo_ev=3.70 spin_multiplicity=1 mol_weight_da=163.22
C 2.42 -1.06 -0.84
C -0.85 -0.08 -0.26
C -3.23 -0.81 -0.26
C -2.71 1.69 -0.37
C 2.25 0.04 1.60
C -2.35 0.18 -0.37
O -0.08 0.81 -0.62
O -0.56 -1.09 0.42
O 4.41 0.42 0.11
S 2.93 0.51 -0.10
H 2.90 -2.03 -0.58
H 1.41 -1.15 -0.72
H -4.26 -0.78 -0.16
H 2.55 -0.75 -1.95
H -2.81 -1.93 -0.28
H -2.20 2.26 0.56
H -3.75 1.88 -0.34
H -2.29 2.07 -1.37
H 2.94 -0.41 2.22
H 1.80 0.89 2.03
H 1.46 -0.66 1.27

---

# 9
27
Properties=species:S:1:pos:R:3 method="wB97M-V/def2-TZVPD" charge=+1 e_above_lowest_kj_mol=484.5 lumo_ev=-3.71 spin_multiplicity=1 mol_weight_da=154.23
C 0.32 -2.17 -0.62
C 2.00 -0.55 0.68
C -3.98 0.24 1.07
C 3.30 1.64 0.39
C 0.16 0.77 -1.80
C -2.68 -0.53 0.69
C -1.82 0.41 -0.12
C 3.02 0.13 0.16
C -0.86 0.03 -0.95
N -0.44 -1.30 -0.85
O 1.82 -1.90 0.51
H 0.45 -3.24 -0.79
H 1.04 -0.15 1.13
H -4.79 -0.31 1.57
H -4.44 0.64 0.25
H -3.64 0.94 1.80
H 4.08 1.90 1.19
H 3.67 2.16 -0.46
H 2.39 2.20 0.84
H -0.22 1.69 -2.16
H 0.23 0.03 -2.53
H 1.08 0.91 -1.17
H -3.06 -1.31 -0.03
H -2.01 -0.93 1.49
H -2.07 1.52 -0.11
H 2.49 -2.45 0.02
H 3.97 -0.39 -0.20